(1)
{"formula": "C32H45N5O13P2S3Tc", "method": "ωB97M-V with the def2-TZVPD basis set", "elements": ["Tc", "S", "S", "S", "P", "P", "O", "O", "O", "O", "O", "O", "O", "O", "O", "O", "O", "O", "O", "N", "N", "N", "N", "N", "C", "C", "C", "C", "C", "C", "C", "C", "C", "C", "C", "C", "C", "C", "C", "C", "C", "C", "C", "C", "C", "C", "C", "C", "C", "C", "C", "C", "C", "C", "C", "C", "H", "H", "H", "H", "H", "H", "H", "H", "H", "H", "H", "H", "H", "H", "H", "H", "H", "H", "H", "H", "H", "H", "H", "H", "H", "H", "H", "H", "H", "H", "H", "H", "H", "H", "H", "H", "H", "H", "H", "H", "H", "H", "H", "H", "H"], "positions_angstrom": [[0.232, 0.345, -0.674], [-1.829, 1.630, -1.234], [-0.032, 3.758, -2.504], [6.073, 3.892, 5.754], [-1.342, -1.576, 1.434], [-2.144, -1.951, -1.368], [1.795, -0.936, -0.385], [6.271, 0.341, -5.687], [5.589, 3.526, 7.063], [-3.145, -1.282, -2.374], [6.341, 2.833, 4.829], [-2.175, -3.501, -1.587], [-0.403, -2.802, 1.251], [-0.796, -1.343, -1.560], [-1.840, -1.630, 2.908], [1.073, 0.863, -2.339], [6.839, -0.828, -3.958], [-0.653, -0.293, 1.066], [6.786, 5.129, 5.592], [1.157, 1.816, 0.504], [6.056, -0.165, -4.607], [-2.571, 3.737, -2.622], [3.835, 3.879, 4.152], [3.819, 5.570, 5.772], [-4.525, -1.740, -2.550], [4.313, 4.558, 5.135], [2.586, 1.136, -4.109], [2.837, 2.360, 2.124], [0.923, 3.752, 1.900], [-1.662, -4.067, -2.853], [-2.248, 4.857, -3.498], [-0.520, -4.048, 2.049], [-5.459, -0.705, -1.949], [-1.560, 3.032, -2.135], [2.795, -1.107, -1.104], [-0.208, -4.461, -2.679], [2.113, 3.467, 2.565], [3.810, 0.890, -4.675], [0.489, 2.915, 0.894], [1.989, 5.342, 4.286], [2.629, 5.978, 5.347], [-0.853, 5.295, -3.085], [-0.593, -5.220, 1.095], [4.717, 0.040, -4.031], [-2.058, -1.366, 5.257], [-1.150, 0.554, 3.913], [-2.119, -0.617, 3.941], [-2.774, -1.808, 0.337], [0.674, -4.114, 2.976], [2.637, 4.269, 3.691], [2.221, 0.549, -2.882], [2.334, 1.578, 1.110], [-2.553, -5.243, -3.189], [3.126, -0.382, -2.286], [4.380, -0.607, -2.876], [-4.757, -1.932, -4.035], [-3.433, -0.943, 0.418], [0.328, 4.617, 2.155], [-0.869, 5.993, -2.250], [5.097, -1.274, -2.414], [-2.541, -5.958, -2.366], [-4.648, -0.983, -4.561], [-5.341, -0.638, -0.867], [3.784, 2.125, 2.589], [-1.421, -5.105, 0.397], [0.632, -5.035, 3.556], [0.205, -4.750, -3.645], [-3.521, 3.420, -2.505], [1.873, 1.795, -4.584], [-0.121, 0.191, 3.926], [-3.137, -0.266, 3.763], [-2.271, 4.533, -4.542], [-2.971, 5.659, -3.362], [-1.042, -1.711, 5.450], [2.890, 0.716, 0.776], [-2.727, -2.225, 5.243], [-4.640, -2.697, -2.033], [0.369, -3.626, -2.282], [-1.435, -3.984, 2.637], [-0.438, 3.123, 0.383], [-0.739, -6.134, 1.669], [-1.742, -3.289, -3.618], [3.502, -1.888, -0.804], [2.191, 6.819, 5.869], [-5.765, -2.309, -4.199], [-0.126, -5.309, -2.000], [-4.049, -2.648, -4.453], [0.677, -3.271, 3.667], [-5.255, 0.273, -2.385], [4.102, 1.339, -5.614], [-3.582, -4.925, -3.361], [-6.492, -0.974, -2.162], [0.336, -5.304, 0.531], [-1.291, 1.176, 3.033], [-2.185, -5.737, -4.087], [1.599, -4.103, 2.399], [-0.279, 5.718, -3.903], [-3.322, -2.713, 0.600], [-1.317, 1.158, 4.804], [-2.369, -0.704, 6.064], [1.017, 5.682, 3.959]], "mulliken_charge": [1.886, -0.489, 0.015, 1.124, -0.645, -0.833, -0.428, -0.594, -0.466, 0.016, -0.507, -0.054, 0.084, -0.356, -0.123, 0.104, -0.591, 0.630, -0.474, 0.685, 1.013, -0.186, -0.263, -0.406, 0.723, 0.360, -1.203, -1.235, -1.228, 0.688, -0.650, 0.510, -1.344, 0.368, -0.467, -1.084, 1.383, -0.469, -0.740, -0.449, -0.556, -0.571, -1.216, -0.591, -1.463, -1.206, 0.651, -0.450, -1.471, 0.262, 0.385, -0.711, -1.566, 1.095, -0.547, -1.487, 0.393, 0.348, 0.309, 0.606, 0.334, 0.336, 0.265, 0.715, 0.170, 0.463, 0.471, 0.245, 0.489, 0.291, 0.179, 0.299, 0.374, 0.319, 0.696, 0.378, 0.273, 0.041, 0.389, 0.636, 0.475, 0.383, 0.344, 0.442, 0.426, 0.248, 0.326, 0.303, 0.246, 0.545, 0.365, 0.459, 0.287, 0.109, 0.432, 0.299, 0.424, 0.577, 0.542, 0.462, 0.427], "total_charge": 2, "max_force_ev_per_a": 1.419, "multiplicity": 4, "energy_ev": -121253.3717, "e_lumo_ev": [-5.640, -7.565], "homo_energy_ha": [-0.4908, -0.4906]}

---

(2)
{"formula": "C4H10N3O2", "method": "ωB97M-V with the def2-TZVPD basis set", "elements": ["O", "O", "N", "N", "N", "C", "C", "C", "C", "H", "H", "H", "H", "H", "H", "H", "H", "H", "H"], "positions_angstrom": [[-0.622, 1.214, 0.550], [1.075, 1.567, -1.048], [-0.155, -1.817, -0.273], [0.912, 0.943, -0.037], [-2.821, 0.552, -0.110], [-1.310, 0.310, -0.233], [2.897, -0.247, 0.113], [1.595, 0.093, 0.628], [-0.924, -1.022, 0.271], [-0.908, 0.525, -1.274], [-0.899, -1.077, 1.434], [-2.997, 1.530, -0.090], [3.321, 0.700, -0.177], [3.570, -0.869, 0.758], [1.120, -0.241, 1.564], [2.611, -0.684, -0.966], [-3.111, 0.270, 0.918], [-3.439, -0.034, -0.765], [0.085, -1.712, -1.264]], "nbo_charge": [-0.479, -0.359, -0.527, 0.319, -0.708, 0.142, -0.672, 0.041, 0.045, 0.228, 0.190, 0.457, 0.262, 0.275, 0.251, 0.246, 0.456, 0.474, 0.359], "e_above_lowest_kj_mol": 630.3, "total_charge": 1, "smiles": "[H]/N=C\\[C@@H]([NH3+])O/[N+]([O-])=C/C", "max_force_ev_per_a": 3.502, "energy_ev": -12862.6884, "e_lumo_ev": -4.092, "homo_energy_ha": -0.4855}

---

(3)
{"formula": "C14H26MnNO2PSi", "method": "ωB97M-V with the def2-TZVPD basis set", "elements": ["Mn", "P", "Si", "O", "O", "N", "C", "C", "C", "C", "C", "C", "C", "C", "C", "C", "C", "C", "C", "C", "H", "H", "H", "H", "H", "H", "H", "H", "H", "H", "H", "H", "H", "H", "H", "H", "H", "H", "H", "H", "H", "H", "H", "H", "H", "H"], "positions_angstrom": [[0.379, -0.241, 0.500], [-1.180, -0.573, -1.018], [0.409, 2.016, 0.136], [1.568, 0.037, 3.163], [-1.686, 0.942, 1.840], [1.689, -0.872, -0.365], [2.872, -1.030, -0.909], [-2.082, -2.114, -1.228], [5.260, -1.421, -2.284], [-2.097, -0.588, 3.662], [3.531, -2.310, -0.844], [-3.728, 1.266, 2.972], [3.506, 0.084, -1.579], [-2.513, 0.639, -1.260], [4.668, -0.150, -2.282], [-0.775, 3.333, 0.767], [-0.330, -0.466, -2.641], [1.037, -0.045, 2.118], [-2.423, 0.569, 2.770], [4.700, -2.480, -1.552], [-2.634, -2.045, -2.171], [-3.854, 2.066, 2.238], [-3.065, 0.325, -2.155], [-4.529, 0.524, 2.888], [-3.179, 0.641, -0.391], [-2.127, 1.652, -1.415], [5.117, 0.677, -2.826], [5.183, -3.451, -1.537], [0.169, 0.500, -2.777], [-1.085, -0.602, -3.426], [6.188, -1.577, -2.834], [-1.630, -1.396, 3.084], [-0.613, -1.463, 0.952], [-2.771, -2.243, -0.388], [-1.806, 3.176, 0.428], [0.426, -1.256, -2.722], [-1.381, -2.952, -1.258], [-0.422, 4.303, 0.386], [-3.016, -0.943, 4.144], [1.726, 2.493, 0.665], [0.351, 2.218, -1.359], [-0.774, 3.375, 1.863], [3.003, 1.054, -1.529], [3.045, -3.093, -0.258], [-3.726, 1.674, 3.984], [-1.403, -0.253, 4.446]], "nbo_charge": [0.135, 1.135, 0.816, -0.327, -0.620, -0.272, 0.052, -0.946, -0.005, -0.738, -0.086, -0.723, -0.091, -0.942, -0.225, -1.070, -0.938, 0.616, 0.678, -0.223, 0.267, 0.247, 0.270, 0.264, 0.261, 0.263, 0.262, 0.263, 0.259, 0.261, 0.257, 0.239, 0.060, 0.260, 0.247, 0.248, 0.265, 0.273, 0.261, -0.117, -0.137, 0.255, 0.245, 0.251, 0.272, 0.275], "total_charge": 2, "max_force_ev_per_a": 10.577, "multiplicity": 2, "energy_ev": -68991.2744, "e_lumo_ev": [-9.030, -9.071], "homo_energy_ha": [-0.5981, -0.5801]}

---

(4)
{"formula": "C3H6N4O", "method": "ωB97M-V with the def2-TZVPD basis set", "elements": ["O", "N", "N", "N", "N", "C", "C", "C", "H", "H", "H", "H", "H", "H"], "positions_angstrom": [[-0.053, 1.470, -1.230], [0.960, -0.913, -0.224], [1.283, 0.086, 0.550], [2.498, 0.618, 0.212], [-1.119, -2.043, -0.710], [-0.564, 0.700, -0.498], [-0.263, -1.132, -0.630], [-1.749, 0.763, 0.396], [3.042, 0.883, 1.020], [3.003, 0.130, -0.524], [-0.852, -2.920, -0.259], [-1.565, 1.474, 1.204], [-2.625, 1.059, -0.183], [-1.996, -0.176, 0.876]], "nbo_charge": [-0.493, -0.298, 0.003, -0.585, -0.693, 0.622, 0.323, -0.731, 0.377, 0.372, 0.344, 0.241, 0.265, 0.252], "e_above_lowest_kj_mol": 535.8, "smiles": "[H]/N=C(\\N=N\\N)C(C)=O", "max_force_ev_per_a": 4.927, "energy_ev": -11211.2236, "e_lumo_ev": -0.644, "homo_energy_ha": -0.2993}